1.
Here is C18H40B5F20N2V as an isolated structure at a distorted geometry from the Open Molecules 2025 dataset. Energies are from ωB97M-V with the def2-TZVPD basis set.

XYZ file:
```
86
Properties=species:S:1:pos:R:3:forces:R:3
V 4.3614 -0.6705 -1.9129 -1.3 0.0 1.4
C 1.4428 2.5022 2.2406 -0.4 -0.7 -0.4
C 0.4423 3.5793 1.8136 0.6 0.3 -0.6
C -0.5730 4.1077 2.8158 -0.5 -0.4 -1.0
N -1.8776 3.3194 2.8629 0.8 -1.6 0.9
C -2.6018 3.2980 1.5079 -0.7 0.7 2.6
C -4.0331 2.7287 1.6707 0.7 1.2 -1.9
C -4.8103 3.1970 2.8801 -0.6 -0.7 1.2
C -4.0369 3.2879 4.1851 1.0 -0.7 1.5
C -2.6536 3.9128 4.0161 -1.5 0.8 -0.9
C -1.5988 1.8990 3.2492 0.0 -0.4 0.5
H 1.8350 2.6726 3.2410 0.3 0.0 -0.1
H 2.2101 2.4164 1.4710 0.4 0.6 0.4
H 1.0921 1.4687 2.1607 -0.5 0.2 0.5
H -0.0044 3.3070 0.8552 -0.2 -0.1 0.1
H 1.0503 4.4348 1.5056 -0.1 0.2 0.3
H -0.9739 5.0849 2.5434 0.6 0.3 0.0
H -0.1559 4.1217 3.8206 -0.1 0.0 0.1
H -2.6584 4.3723 1.3323 0.1 -0.1 -0.9
H -1.9763 2.6877 0.8706 0.0 0.4 -0.4
H -4.5316 3.2263 0.8306 -0.1 -0.3 -0.2
H -4.0263 1.6885 1.3549 -0.2 -0.3 0.8
H -5.2978 4.1601 2.7227 0.3 0.1 -0.3
H -5.6443 2.5120 3.0486 0.0 0.0 -0.1
H -4.5675 3.8214 4.9794 -0.1 0.7 -0.5
H -3.8919 2.3740 4.7764 -0.2 -0.6 -0.9
H -2.8555 4.9628 3.7848 0.5 0.1 -0.2
H -2.0334 3.8734 4.9056 0.0 -0.2 0.0
H -1.1607 1.9069 4.2470 0.0 0.0 0.0
H -0.9178 1.3673 2.5911 0.0 0.5 -0.3
H -2.5293 1.3382 3.2872 0.0 0.1 0.0
C -2.3287 -4.8741 -3.3198 0.3 -0.9 0.8
C -1.1984 -3.8336 -3.3331 -0.8 -0.5 -0.6
C -0.5214 -3.5679 -1.9969 0.8 0.7 -0.4
N -0.9176 -2.2513 -1.3415 -1.8 0.1 0.0
C -0.3094 -2.1821 0.0539 -0.8 -0.7 0.0
C -0.9137 -1.0704 0.9119 0.7 1.6 -1.0
C -2.4288 -0.9819 0.9050 -1.3 -0.1 0.5
C -3.0037 -1.0809 -0.5109 1.4 -0.2 -0.1
C -2.4187 -2.3035 -1.1606 -0.6 -0.7 -0.5
C -0.5613 -1.0617 -2.2374 -0.1 -1.0 0.3
H -3.1690 -4.6259 -2.6666 -0.1 0.3 -0.2
H -1.9745 -5.8254 -2.9068 0.1 0.0 -0.1
H -2.7052 -5.1109 -4.3127 0.0 0.3 -0.1
H -1.6751 -2.9742 -3.8067 0.7 0.4 0.1
H -0.4163 -4.1848 -4.0047 -0.1 0.2 -0.1
H 0.5553 -3.4601 -2.1353 0.0 -0.2 0.0
H -0.6818 -4.3976 -1.3096 -0.2 0.3 0.3
H -0.6097 -3.1487 0.4641 0.4 -0.1 0.1
H 0.7684 -2.1427 -0.0647 0.0 0.0 0.2
H -0.4867 -1.0328 1.9128 0.0 -0.6 0.0
H -0.4996 -0.1575 0.4617 -0.2 0.2 0.2
H -2.8483 -1.7337 1.5853 0.0 -0.5 -0.5
H -2.8800 -0.0955 1.3638 0.8 0.4 0.0
H -4.0866 -1.0777 -0.6072 0.0 -0.1 0.3
H -2.6078 -0.2870 -1.1520 -0.4 0.5 0.4
H -2.6619 -3.2103 -0.6003 0.3 0.0 0.1
H -2.8833 -2.4321 -2.1367 0.3 0.0 -0.1
H -0.6359 -0.1731 -1.6243 0.7 0.1 -0.1
H -1.2741 -0.9489 -3.0529 -0.2 -0.4 0.1
H 0.3931 -1.3320 -2.6802 0.2 0.6 0.2
B 2.2841 0.0867 -0.2354 -1.5 0.9 1.0
F 2.2645 -0.7362 -1.3881 0.0 -0.6 -0.3
F 2.0675 -0.5372 0.9796 -0.2 -0.3 -0.4
F 3.5543 0.6083 -0.2515 1.0 0.6 0.0
F 1.2935 1.0605 -0.4637 0.0 0.0 0.2
B 6.7759 -0.6475 0.5778 2.3 -0.7 2.4
F 7.9642 -0.9938 -0.0449 -0.4 0.1 -0.7
F 6.5159 -1.6060 1.5755 -0.5 0.7 -0.7
F 6.8623 0.6341 1.0929 -0.6 -0.1 -0.4
F 5.6793 -0.7093 -0.3882 -0.9 -0.1 -1.8
B 2.6413 -1.8456 -4.6368 -1.2 -1.2 -2.2
F 3.4500 -1.5635 -3.4605 1.5 0.2 1.3
F 1.4020 -2.3995 -4.2276 0.3 0.4 0.6
F 2.4050 -0.6729 -5.3224 0.4 -0.1 0.4
F 3.3048 -2.8147 -5.3785 0.1 0.7 0.4
B 4.3056 1.8629 -2.8223 -0.7 3.1 -1.7
F 3.3666 0.8227 -3.0651 -0.1 -1.1 0.4
F 5.2229 1.2293 -1.9754 1.1 -1.5 0.4
F 4.8766 2.2318 -4.0183 0.1 -0.4 0.4
F 3.7032 2.9347 -2.2050 0.1 -0.5 0.2
B 3.5931 -3.7173 -0.9686 0.4 -2.0 0.8
F 3.9160 -2.2945 -0.7502 0.5 1.0 -0.8
F 3.5341 -3.9324 -2.3190 -0.1 0.1 0.0
F 4.5993 -4.4415 -0.3383 -0.4 0.5 -0.4
F 2.3746 -3.9591 -0.3214 -0.2 0.5 -0.3
```
Positions in Å, forces in eV/Å.

Computed properties:
Energy = -3886.0160 Ha
Largest force on an atom = 3.587 eV/Å
HOMO-LUMO gap (alpha / beta) = 8.38 / 9.28 eV
Multiplicity = 3
E_LUMO (alpha / beta) = -2.332 / -1.431 eV
Net charge = 0
E_HOMO (alpha / beta) = -10.71 / -10.71 eV
Expectation value of S² = 2.0053

Mulliken atomic charge list, values in e, 8 entries:
1 V 1.59
2 C -0.91
3 C -0.39
4 C -0.63
5 N 0.20
6 C -0.23
7 C -0.47
8 C -0.70

=====

2.
Here is C13H17Br21FNO4 as an isolated structure at a distorted geometry from the Open Molecules 2025 dataset. Energies are from ωB97M-V with the def2-TZVPD basis set.

XYZ file:
```
57
Properties=species:S:1:pos:R:3:forces:R:3
N -3.3131 0.8559 -2.1923 0.7 -0.4 0.1
C -2.3593 -0.2161 -1.7734 0.0 1.3 0.7
C -1.4420 0.3158 -0.5709 -0.1 -0.6 -1.1
O -1.8555 -0.2329 0.6875 0.4 0.3 -0.4
C 0.0909 -0.0171 -0.8391 0.1 0.5 0.7
C 0.8163 1.3083 -1.2121 0.1 -0.2 0.7
O 2.2378 1.3053 -1.4648 0.7 1.0 -2.3
C 2.5146 2.6942 -1.6082 1.9 -1.7 1.8
O 2.9929 3.3179 -2.5658 2.9 -2.7 5.5
O 2.0745 3.1810 -0.3468 -1.1 0.3 -1.7
C 0.8041 2.5285 -0.1813 -2.0 -0.9 -0.9
F 0.5376 2.1347 1.1180 1.0 0.4 -1.0
H -3.7397 1.2612 -1.3549 0.0 -0.1 -0.3
H -2.7142 1.5877 -2.5826 -0.5 0.0 0.0
H -2.9561 -1.0983 -1.4472 0.6 0.4 -0.3
H -1.7167 -0.4395 -2.6539 -0.6 -0.2 0.6
H -1.6203 1.4260 -0.5510 0.3 -0.9 0.1
H -2.6892 -0.7074 0.5817 0.2 0.1 -0.1
H 0.4648 -0.5006 0.0945 0.0 0.3 -0.9
H 0.1688 -0.6859 -1.7313 0.1 0.3 1.0
H 0.4018 1.5951 -2.2026 -0.3 -0.1 1.2
H -0.0704 3.1319 -0.5410 1.1 0.4 0.9
C -0.0910 -1.1014 3.9686 0.1 0.1 0.0
Br 0.2762 -1.4024 5.8440 -0.1 0.0 -0.3
Br 1.5122 -1.2244 2.8940 -0.2 0.0 0.2
Br -1.4846 -2.2744 3.3138 0.2 0.0 0.1
H -0.4603 -0.0862 3.8740 0.0 -0.1 0.0
C -2.4388 -4.1497 6.5206 -0.1 0.1 0.0
Br -1.1107 -5.4730 6.0406 -0.3 0.2 0.2
Br -4.2341 -4.8586 6.4005 0.3 0.1 0.1
Br -2.0834 -3.3730 8.2550 -0.1 -0.2 -0.2
H -2.3639 -3.3480 5.7935 0.0 -0.1 0.1
C -0.2336 3.9410 -4.5930 -1.1 -0.1 0.6
Br -0.5734 5.8337 -4.8086 0.1 -0.4 0.1
Br 0.3791 3.1251 -6.2328 0.0 0.2 0.3
Br 1.0156 3.5900 -3.1164 -4.5 2.7 -5.0
H -1.1851 3.4766 -4.3442 0.1 0.1 -0.3
C -2.2743 -7.8807 3.3156 0.0 0.1 -0.1
Br -4.1024 -7.2517 3.2599 0.3 -0.2 0.0
Br -2.0842 -9.4286 4.4615 -0.1 0.2 -0.1
Br -1.5717 -8.2105 1.5440 -0.1 0.0 0.3
H -1.6773 -7.0872 3.7520 -0.1 -0.1 0.0
C 4.6030 6.3395 -1.2154 0.0 0.0 0.0
Br 6.0467 7.3488 -2.0151 -0.2 -0.1 0.1
Br 5.1847 5.3748 0.3572 -0.1 0.1 -0.2
Br 3.0674 7.4562 -0.8437 0.2 -0.2 0.0
H 4.2891 5.5997 -1.9440 0.0 0.1 0.1
C 0.7807 7.6431 -8.4088 0.0 0.0 0.0
Br 2.0402 6.2444 -8.8552 -0.2 0.2 0.1
Br -1.0501 7.0602 -8.6367 0.3 0.1 0.0
Br 1.0940 8.3474 -6.6346 0.1 0.1 -0.3
H 0.9453 8.4552 -9.1074 0.0 -0.1 0.1
C 1.7299 -9.1467 4.9362 0.0 -0.1 0.0
Br 1.2524 -7.2889 4.6821 0.2 -0.3 -0.1
Br 2.3048 -9.9690 3.2833 -0.1 0.2 0.2
Br 3.0387 -9.3634 6.3435 -0.2 0.1 -0.2
H 0.8311 -9.6638 5.2535 0.1 0.1 -0.1
```
Positions in Å, forces in eV/Å.

Computed properties:
Energy = -55015.2003 Ha
Largest force on an atom = 7.222 eV/Å
HOMO-LUMO gap = 9.59 eV
Multiplicity = 1
E_LUMO = -0.388 eV
Net charge = 0
E_HOMO = -9.98 eV

Mulliken atomic charge list, values in e, 8 entries:
1 N -0.65
2 C -0.77
3 C 0.46
4 O -0.36
5 C -0.99
6 C 0.17
7 O -0.51
8 C 0.85

=====

3.
Here is a 2-piece molecular cluster, C9H9N3O2 overall at a distorted geometry from the Open Molecules 2025 dataset. Energies are from ωB97M-V with the def2-TZVPD basis set.

XYZ file:
```
23
Properties=species:S:1:pos:R:3:forces:R:3
O 4.3360 -0.9090 1.3188 -1.1 1.2 0.0
C 3.4143 -0.5148 0.6447 2.2 0.7 -2.2
C 2.5499 -1.3948 -0.1596 0.6 3.2 1.7
C 1.6366 -0.7970 -0.8635 -3.5 1.0 -3.1
N 1.3622 0.5992 -1.0093 -0.4 0.4 0.9
C 2.1834 1.5916 -0.2861 0.2 -1.2 0.1
O 2.0027 2.7635 -0.0404 -0.9 -1.0 -1.1
N 3.3544 0.9587 0.0887 2.8 -1.0 2.5
H 2.4848 -2.4100 -0.1073 0.6 -2.5 0.4
H 0.9744 -1.5082 -1.4926 0.9 1.7 1.0
H 0.3633 0.8451 -1.2424 1.8 -0.2 0.4
H 4.1907 1.6318 0.4285 -3.0 -2.2 -0.7
C -1.6641 -0.5186 -0.3428 -1.4 1.2 1.2
C -1.4653 -0.0556 0.9783 -3.7 -1.0 -1.6
C -2.7177 0.3251 1.5995 1.5 1.6 1.3
N -3.8881 0.5816 1.0310 1.8 -1.2 -1.3
C -3.9357 0.2431 -0.3127 -4.5 1.5 2.0
C -2.9500 -0.3326 -1.0059 2.8 -2.7 -2.1
H -0.8535 -1.0333 -0.7893 0.3 -0.4 -0.8
H -0.5845 -0.2214 1.5664 0.3 0.1 0.0
H -2.6522 0.6014 2.6782 -0.2 -0.4 -0.8
H -5.0443 0.4394 -0.6233 2.4 -0.6 -0.4
H -3.0971 -0.8852 -2.0590 0.2 1.8 2.5
```
Positions in Å, forces in eV/Å.

Computed properties:
Energy = -663.0447 Ha
Largest force on an atom = 5.117 eV/Å
SMILES = O=c1cc[nH]c(=O)[nH]1.c1ccncc1
HOMO-LUMO gap = 10.18 eV
Multiplicity = 1
E_LUMO = 0.208 eV
Net charge = 0
E_HOMO = -9.97 eV

Mulliken atomic charge list, values in e, 8 entries:
1 O -0.52
2 C 0.28
3 C -0.47
4 C -0.11
5 N -0.13
6 C 0.29
7 O -0.57
8 N -0.21